[1]
C27H42F3FeO27 as an isolated structure in a non-equilibrium geometry, computed with wB97M-V/def2-TZVPD.

Last column: Mulliken spin population.
CARTESIAN COORDINATES (ANGSTROEM)
Fe -14.4649 25.7702 -14.3235  4.277
C -13.3418 21.9350 -13.4516  0.002
C -13.7527 23.4089 -13.6239  -0.061
O -14.8960 23.8120 -13.6627  0.171
O -12.9379 24.3172 -13.9874  0.198
H -12.2947 21.7934 -13.7193  0.001
H -13.9492 21.5241 -14.2580  0.002
H -13.6326 21.4333 -12.5286  0.005
C -12.9479 28.3809 -11.6874  0.000
C -13.5099 27.3900 -12.6651  -0.070
O -13.4071 27.4307 -13.8619  0.252
O -14.2399 26.4122 -12.3860  0.382
H -12.3047 27.8811 -10.9631  0.002
H -13.7718 28.9799 -11.2996  0.002
H -12.3738 29.2187 -12.0831  0.005
C -16.0727 26.1891 -18.0630  -0.013
C -15.4964 26.1354 -16.6457  -0.068
O -15.4142 27.0535 -15.8577  0.424
O -15.0755 25.0711 -16.1475  0.451
H -15.3381 25.9710 -18.8381  0.000
H -16.4906 27.1590 -18.3325  0.006
H -16.8147 25.4030 -18.2027  0.002
C -13.3469 22.6472 -9.4776  0.000
C -14.3721 23.5423 -10.0135  0.018
O -14.5804 24.4432 -8.9407  0.000
C -13.5794 24.3980 -8.0346  0.000
O -13.5398 25.0848 -7.0255  0.000
O -12.7552 23.3618 -8.3967  0.000
F -15.4695 22.8259 -10.2159  0.001
H -12.6539 22.3542 -10.2662  0.000
H -13.8338 21.7334 -9.1370  -0.001
H -14.0017 24.0179 -10.9217  -0.017
C -9.0586 22.6186 -12.0689  0.000
C -8.3843 23.9265 -12.3879  0.000
O -9.4510 24.8473 -12.4118  0.001
C -10.4071 24.3861 -11.6703  -0.002
O -11.2109 25.0735 -11.0310  0.000
O -10.1433 23.1228 -11.3413  -0.001
F -7.8032 23.8786 -13.5658  0.000
H -8.3838 21.9393 -11.5479  0.000
H -9.4213 22.1373 -12.9771  0.000
H -7.6592 24.1067 -11.5943  0.000
C -17.2674 20.1451 -11.6217  0.000
C -16.4190 19.7684 -12.8608  0.001
O -16.7162 20.7869 -13.7865  0.001
C -17.6348 21.6097 -13.3292  -0.001
O -18.1649 22.5593 -14.0035  -0.001
O -17.9566 21.2781 -12.0265  0.000
F -16.8674 18.5976 -13.2898  0.000
H -16.6905 20.4221 -10.7394  0.000
H -18.0233 19.3913 -11.4018  0.000
H -15.3677 19.6585 -12.5948  0.000
C -11.1199 28.3774 -16.2402  0.002
O -10.3374 27.2336 -16.2636  0.001
C -10.9383 26.0514 -16.1683  0.000
O -12.2072 25.9147 -16.2915  -0.001
O -10.0120 25.1308 -16.2380  0.000
C -10.3273 23.7897 -16.1129  0.004
H -10.5859 29.2619 -15.8928  0.000
H -12.0793 28.2249 -15.7460  -0.001
H -11.4600 28.5464 -17.2619  0.000
H -10.8016 23.4998 -17.0506  -0.001
H -10.9305 23.5167 -15.2471  0.004
H -9.3681 23.2752 -16.0550  0.000
C -9.4570 18.3202 -13.4203  0.000
O -10.5348 18.7267 -14.2194  0.000
C -10.3489 19.7774 -15.1083  0.000
O -9.4694 20.7180 -15.0871  0.000
O -11.3173 19.5647 -15.9897  0.000
C -11.4599 20.4971 -17.0645  0.000
H -9.7457 17.7822 -12.5174  0.000
H -8.7474 19.0947 -13.1291  0.000
H -8.9150 17.5429 -13.9590  0.000
H -12.3163 20.2092 -17.6744  0.000
H -10.6031 20.5390 -17.7370  0.000
H -11.6234 21.4570 -16.5746  0.000
C -18.7231 25.4319 -15.6813  0.000
O -18.9991 25.6658 -14.2979  0.002
C -17.9283 25.6499 -13.4420  0.003
O -16.7600 25.9083 -13.7503  0.014
O -18.4501 25.3071 -12.2453  0.001
C -17.6607 24.6737 -11.2652  -0.001
H -18.1087 24.5419 -15.8173  -0.001
H -18.0409 26.1411 -16.1499  0.000
H -19.6854 25.3951 -16.1920  0.000
H -18.4089 24.1813 -10.6440  0.000
H -17.1269 25.4686 -10.7443  0.000
H -16.9436 23.9560 -11.6638  0.000
C -12.2921 16.7441 -11.1458  0.000
O -12.7924 18.0418 -11.2715  0.000
C -13.5740 18.6106 -10.3459  0.000
O -14.1907 19.6288 -10.5648  0.000
O -13.7148 17.8330 -9.2795  0.000
C -14.6350 18.1905 -8.2166  0.000
H -13.1446 16.0650 -11.1588  0.000
H -11.7174 16.6188 -10.2281  0.000
H -11.7573 16.5425 -12.0740  0.000
H -14.5213 19.2476 -7.9762  0.000
H -14.3661 17.5109 -7.4079  0.000
H -15.6305 18.0346 -8.6322  0.000

The expectation value of S² is 12.01. Its electronic energy is -4648.52799 hartree. The HOMO energy (spin up / spin down) comes out at -12.910 / -12.909 eV. The spin multiplicity is 7. The maximum force is 6.32 eV/Å. Its net charge is +1. The value obtained for the orbital gap (spin up / spin down) is 11.26 / 4.67 eV.

=====

[2]
One molecule with the formula C5H7NO in a non-equilibrium geometry, computed with wB97M-V/def2-TZVPD.

Last column: Löwdin charge in e.
CARTESIAN COORDINATES (ANGSTROEM)
C -0.5196 1.0793 1.5936  -0.081
O -1.0498 0.2447 0.5884  -0.135
C -0.4795 0.3039 -0.6686  -0.304
C 0.9912 0.1693 -0.9042  -0.038
C 0.0768 -1.0060 -1.1809  -0.199
C 0.1065 -2.0832 -0.2205  -0.190
N 0.1432 -2.9244 0.5733  0.156
H -1.0790 0.8374 2.4993  0.094
H 0.5437 0.8776 1.7777  0.086
H -0.6556 2.1444 1.3652  0.093
H -1.0373 0.9048 -1.3877  0.153
H 1.6691 0.0786 -0.0623  0.114
H 1.4050 0.6800 -1.7682  0.111
H -0.1147 -1.3064 -2.2051  0.140

Its electronic energy is -324.65007 hartree. The HOMO energy comes out at -10.223 eV. As for the SMILES: CO[C@H]1C[C@H]1C#N. The calculation puts the energy relative to the best compared isomer or geometry (same formula, charge and spin) at 195.3 kJ/mol. The maximum force is 1.10 eV/Å. Its net charge is 0. The value obtained for the orbital gap is 11.09 eV.

=====

[3]
C50H41CdF2IN5O3PS as an isolated structure, computed with wB97M-V/def2-TZVPD.

Last column: Löwdin charge in e.
CARTESIAN COORDINATES (ANGSTROEM)
Cd 0.1493 0.1671 0.3120  1.302
F 1.0387 4.3699 3.7878  0.049
C 0.1447 3.4913 3.2772  -0.288
C 0.5501 2.6061 2.2965  -0.104
C -0.3634 1.7031 1.7641  -0.188
C -1.6878 1.6984 2.2315  -0.175
C -2.0355 2.6194 3.2118  -0.228
F -3.3152 2.7028 3.6564  0.051
C -1.1462 3.5231 3.7594  0.054
C -2.6760 0.7475 1.6471  -0.241
C -3.7560 0.2394 2.3678  -0.006
C -4.6012 -0.6722 1.7645  -0.052
C -4.3665 -1.0572 0.4543  -0.051
C -3.2710 -0.5151 -0.1909  -0.140
N -2.4487 0.3615 0.3832  0.055
H 1.5778 2.6463 1.9525  0.094
H -1.4606 4.2322 4.5110  0.130
H -3.9106 0.5350 3.3933  0.114
H -5.4302 -1.0896 2.3217  0.110
H -4.9996 -1.7709 -0.0543  0.105
H -3.0334 -0.7896 -1.2136  0.094
C 1.9835 -7.9656 2.8498  -0.051
C 1.4090 -6.5917 2.6474  -0.271
C 2.0985 -5.6248 1.9189  -0.035
C 1.5686 -4.3588 1.7337  -0.051
C 0.3316 -4.0505 2.2773  -0.289
C -0.3756 -4.9971 3.0015  -0.051
C 0.1673 -6.2594 3.1829  -0.034
S -0.3134 -2.4097 2.0958  0.546
O 0.5900 -1.5135 2.7864  -0.345
O -1.6826 -2.4495 2.5519  -0.305
N -0.1487 -2.0529 0.5461  -0.222
C -0.8315 -2.7493 -0.4363  -0.429
C -1.7621 -3.7762 -0.2044  -0.025
C -2.3318 -4.4070 -1.2911  -0.068
C -1.9846 -4.0222 -2.5800  -0.081
C -1.0720 -2.9920 -2.7071  -0.194
N -0.5127 -2.3642 -1.6776  0.044
H 2.9633 -8.0583 2.3833  0.073
H 1.3326 -8.7291 2.4205  0.083
H 2.0928 -8.1912 3.9118  0.082
H 3.0618 -5.8696 1.4873  0.111
H 2.1026 -3.6126 1.1576  0.115
H -1.3415 -4.7362 3.4125  0.113
H -0.3850 -7.0000 3.7498  0.116
H -2.0481 -4.0487 0.8001  0.093
H -3.0529 -5.1992 -1.1298  0.107
H -2.4061 -4.4988 -3.4538  0.097
H -0.7587 -2.6503 -3.6902  0.090
I 1.8612 -0.4890 -2.9038  0.973
C 2.3151 1.1280 -4.1482  -0.623
C 3.4846 0.9707 -4.8442  -0.186
C 3.8971 1.8906 -5.8236  -0.078
C 3.0921 2.9475 -6.1081  -0.042
C 1.8750 3.1430 -5.4103  -0.163
C 1.0785 4.2472 -5.7916  -0.032
C -0.1109 4.4912 -5.1797  -0.055
C -0.5078 3.6559 -4.1253  -0.097
C 0.2348 2.5844 -3.6829  -0.288
P -0.5171 1.8273 -2.1438  0.979
C -0.7499 3.3619 -1.1737  -0.398
C 0.3457 4.2313 -1.1210  -0.103
C 0.3267 5.3538 -0.3134  -0.077
C -0.7953 5.6408 0.4547  -0.084
C -1.8766 4.7788 0.4254  -0.077
C -1.8476 3.6361 -0.3660  -0.112
C -2.1186 1.3189 -2.8607  -0.382
C -3.3275 2.0037 -2.7996  -0.093
C -4.4749 1.4547 -3.3585  -0.076
C -4.4266 0.2259 -3.9979  -0.084
C -3.2183 -0.4518 -4.0887  -0.083
C -2.0776 0.0891 -3.5193  -0.136
C 1.4573 2.2561 -4.3683  -0.184
H 4.0991 0.1030 -4.6479  0.074
H 4.8275 1.7314 -6.3518  0.106
H 3.3576 3.6621 -6.8772  0.112
H 1.4376 4.8846 -6.5902  0.113
H -0.7347 5.3251 -5.4722  0.109
H -1.4346 3.8941 -3.6199  0.102
H 1.2245 4.0316 -1.7243  0.108
H 1.1885 6.0086 -0.2873  0.104
H -0.8145 6.5210 1.0846  0.105
H -2.7470 4.9753 1.0386  0.110
H -2.6784 2.9478 -0.3138  0.089
H -3.3889 2.9745 -2.3306  0.092
H -5.4086 1.9987 -3.2918  0.104
H -5.3247 -0.1992 -4.4272  0.102
H -3.1663 -1.4107 -4.5892  0.103
H -1.1410 -0.4534 -3.5709  0.035
N 2.5386 0.2340 0.7042  0.083
C 2.9321 -0.0579 1.7565  -0.300
N 3.3706 -0.3872 2.9399  -0.082
C 4.6079 -1.1312 3.1470  -0.104
C 5.5016 -0.3254 4.0762  -0.190
O 4.8211 0.0004 5.2722  -0.125
C 3.6766 0.8046 5.0206  -0.175
C 2.6792 0.0623 4.1534  -0.110
H 5.0885 -1.3039 2.1851  0.134
H 4.3641 -2.0959 3.6017  0.134
H 5.8272 0.5925 3.5681  0.129
H 6.3812 -0.9023 4.3591  0.128
H 3.9805 1.7405 4.5332  0.130
H 3.2400 1.0404 5.9898  0.131
H 1.8333 0.6855 3.8669  0.116
H 2.2892 -0.8172 4.6682  0.128

Its electronic energy is -3834.15179 hartree. The HOMO energy comes out at -7.784 eV. The calculation puts the energy relative to the best compared isomer or geometry (same formula, charge and spin) at 0.0 kJ/mol. The maximum force is 0.28 eV/Å. Its net charge is 0. The value obtained for the orbital gap is 7.97 eV.

=====

[4]
One molecule with the formula C4H4N2O in a non-equilibrium geometry, computed with wB97M-V/def2-TZVPD.

Last column: Löwdin charge in e.
CARTESIAN COORDINATES (ANGSTROEM)
C 0.6260 1.0743 -0.5129  -0.055
N 0.5270 1.4876 0.8241  -0.025
N -0.4783 0.7789 1.5823  0.072
C -0.8881 -0.1753 0.7057  -0.266
C -0.3275 0.0468 -0.5528  -0.123
C -0.3002 -1.6593 -0.5939  -0.114
O -0.7721 -1.6715 0.7433  -0.059
H 1.0395 1.5945 -1.3501  0.098
H 0.4475 2.5177 1.2254  0.190
H 1.0034 -1.9108 -0.6535  0.193
H -0.8775 -2.0829 -1.4176  0.086

Its electronic energy is -339.36266 hartree. The HOMO energy comes out at -9.392 eV. As for the SMILES: c1[nH]nc2c1CO2. The calculation puts the energy relative to the best compared isomer or geometry (same formula, charge and spin) at 575.0 kJ/mol. The maximum force is 5.53 eV/Å. Its net charge is 0. The value obtained for the orbital gap is 9.70 eV.

=====

[5]
A 2-piece molecular cluster, CH3N3S overall in a non-equilibrium geometry, computed with wB97M-V/def2-TZVPD.

Last column: Löwdin charge in e.
CARTESIAN COORDINATES (ANGSTROEM)
N 0.7401 0.8790 -0.1136  -0.068
N 1.4544 -0.1709 -0.0262  -0.637
S 3.0246 -0.0968 0.3011  0.463
H 1.1183 1.7650 -0.4667  0.108
H -0.2466 0.6249 -0.1940  -0.009
C -2.0617 -1.0483 0.2790  0.024
N -1.8069 0.0626 0.1804  0.080
H -2.2221 -2.0156 0.0401  0.038

Its electronic energy is -602.25628 hartree. The HOMO energy comes out at -7.981 eV. As for the SMILES: NN=S.C#N. The calculation puts the energy relative to the best compared isomer or geometry (same formula, charge and spin) at 101.4 kJ/mol. The maximum force is 2.85 eV/Å. Its net charge is 0. The value obtained for the orbital gap is 8.11 eV.

=====

[6]
FSr4 as an isolated structure in a non-equilibrium geometry, computed with wB97M-V/def2-TZVPD.

Last column: Löwdin charge in e.
CARTESIAN COORDINATES (ANGSTROEM)
Sr 0.4982 0.4418 2.7840  1.944
Sr -1.4738 -0.6203 -2.5524  1.954
Sr -0.2215 2.6827 -0.1211  1.937
Sr 1.1722 -2.4799 -0.0275  1.942
F 0.0248 -0.0243 -0.0831  -0.777

Its electronic energy is -218.56544 hartree. The HOMO energy comes out at -41.648 eV. The calculation puts the energy relative to the best compared isomer or geometry (same formula, charge and spin) at 1505.8 kJ/mol. The maximum force is 4.00 eV/Å. Its net charge is +7. The value obtained for the orbital gap is 13.75 eV.